# 1
The following is a quantum chemistry calculation of an isolated ion of composition C11H10N3O and charge +1, from the OMol25 dataset.

CARTESIAN COORDINATES (ANGSTROEM)
C (2.147, -0.441, -1.428)
N (1.348, -1.039, -0.403)
N (1.685, -2.146, 0.151)
C (0.747, -2.441, 1.061)
C (0.303, -3.371, 2.047)
C (-0.863, -2.847, 2.508)
O (-1.206, -1.657, 1.908)
C (-0.231, -1.439, 1.061)
N (0.188, -0.492, 0.039)
C (-0.350, 0.768, -0.308)
C (-0.619, 1.682, 0.706)
C (-1.126, 2.926, 0.374)
C (-1.373, 3.248, -0.951)
C (-1.112, 2.327, -1.954)
C (-0.601, 1.080, -1.640)
H (1.784, -0.723, -2.418)
H (2.135, 0.645, -1.335)
H (3.162, -0.817, -1.314)
H (0.781, -4.275, 2.357)
H (-1.547, -3.207, 3.250)
H (-0.422, 1.426, 1.735)
H (-1.323, 3.643, 1.154)
H (-1.775, 4.216, -1.202)
H (-1.312, 2.578, -2.983)
H (-0.422, 0.354, -2.417)

Output
* F_max: 4.69 eV/Å
* net charge: +1
* SMILES string: Cn1nc2ccoc2[n+]1-c1ccccc1
* energy relative to the best compared isomer or geometry (same formula, charge and spin): 0.0 kJ/mol
* E_HOMO: -13.23 eV
* spin multiplicity: 1

# 2
The following is a quantum chemistry calculation of a 3-piece molecular cluster, C21H33F7N4O4S overall, from the OMol25 dataset.

CARTESIAN COORDINATES (ANGSTROEM)
F (2.967, -0.554, -3.025)
C (2.439, 0.150, -4.133)
F (2.826, 1.528, -3.937)
F (2.998, -0.229, -5.383)
C (0.804, 0.183, -4.166)
F (0.404, 0.541, -2.856)
F (0.491, 1.189, -5.154)
C (0.209, -1.211, -4.704)
F (0.403, -1.414, -6.117)
F (0.918, -2.310, -4.072)
C (-1.335, -1.457, -4.404)
C (-1.843, -2.946, -4.425)
C (-3.379, -3.312, -4.185)
C (-4.430, -2.201, -3.904)
C (-3.947, -0.711, -3.859)
N (-4.772, 0.450, -3.615)
S (-3.692, 1.793, -3.680)
N (-2.194, 1.055, -4.043)
C (-2.419, -0.368, -4.109)
H (-1.107, -3.793, -4.616)
H (-3.654, -4.431, -4.256)
H (-5.525, -2.521, -3.740)
C (2.534, -4.778, 3.031)
O (1.371, -3.969, 3.095)
C (1.668, -2.578, 3.244)
C (1.202, -1.809, 2.007)
N (2.035, -2.129, 0.848)
C (1.504, -1.604, -0.412)
C (0.187, -2.200, -0.919)
O (0.288, -3.569, -1.302)
C (0.065, -4.493, -0.247)
H (2.221, -5.823, 3.004)
H (3.107, -4.564, 2.124)
H (3.161, -4.627, 3.915)
H (2.730, -2.401, 3.448)
H (1.100, -2.225, 4.110)
H (1.259, -0.735, 2.209)
H (0.154, -2.072, 1.823)
H (2.117, -3.137, 0.768)
H (2.268, -1.787, -1.173)
H (1.397, -0.517, -0.330)
H (-0.077, -1.658, -1.832)
H (-0.646, -2.045, -0.226)
H (-0.647, -4.118, 0.494)
H (1.009, -4.756, 0.234)
H (-0.344, -5.409, -0.683)
C (2.015, 5.594, 3.272)
O (0.696, 5.532, 3.792)
C (-0.278, 6.092, 2.906)
C (-1.238, 5.001, 2.430)
N (-0.564, 4.073, 1.522)
C (-1.358, 2.882, 1.210)
C (-1.629, 1.903, 2.362)
O (-0.460, 1.245, 2.843)
C (0.230, 1.946, 3.868)
H (2.700, 5.227, 4.039)
H (2.113, 4.959, 2.387)
H (2.287, 6.625, 3.027)
H (0.184, 6.616, 2.062)
H (-0.844, 6.828, 3.485)
H (-2.082, 5.466, 1.912)
H (-1.618, 4.478, 3.315)
H (0.311, 3.776, 1.942)
H (-0.813, 2.340, 0.430)
H (-2.311, 3.193, 0.769)
H (-2.271, 1.109, 1.965)
H (-2.191, 2.360, 3.183)
H (-0.443, 2.533, 4.499)
H (1.001, 2.587, 3.435)
H (0.736, 1.209, 4.497)

Output
* F_max: 4.90 eV/Å
* SMILES string: FC(F)(F)C(F)(F)C(F)(F)c1cccc2nsnc12.COCCNCCOC.COCCNCCOC
* E_HOMO: -8.45 eV
* spin multiplicity: 1

# 3
The following is a quantum chemistry calculation of a 11-piece molecular cluster, C16H54N10O11 overall, from the OMol25 dataset.

CARTESIAN COORDINATES (ANGSTROEM)
N (1.128, -2.584, -4.057)
C (0.372, -1.440, -4.227)
N (-0.140, -0.908, -3.103)
O (0.103, -1.023, -5.354)
H (1.820, -2.738, -4.767)
H (1.230, -2.950, -3.126)
H (-0.778, -0.124, -3.207)
H (-0.154, -1.403, -2.224)
N (-1.481, -2.379, 0.920)
C (-0.685, -3.133, 0.152)
N (-0.565, -4.453, 0.485)
O (-0.025, -2.570, -0.727)
H (-2.143, -2.827, 1.539)
H (-1.814, -1.477, 0.614)
H (0.242, -4.925, 0.113)
H (-0.873, -4.736, 1.401)
N (2.928, 2.638, 0.030)
C (2.168, 2.665, -1.110)
N (2.041, 1.427, -1.677)
O (1.689, 3.698, -1.542)
H (3.050, 3.529, 0.473)
H (3.119, 1.759, 0.471)
H (2.644, 0.689, -1.347)
H (1.357, 1.164, -2.366)
N (1.769, -3.730, 4.350)
C (2.163, -2.635, 3.604)
N (1.704, -2.633, 2.326)
O (2.916, -1.782, 4.025)
H (0.975, -4.257, 4.033)
H (1.889, -3.595, 5.339)
H (1.148, -3.376, 1.955)
H (1.866, -1.784, 1.810)
N (-3.132, 2.707, -4.231)
C (-2.021, 1.933, -4.162)
N (-1.594, 1.423, -5.337)
O (-1.444, 1.647, -3.110)
H (-3.386, 3.157, -3.366)
H (-3.536, 2.982, -5.104)
H (-0.876, 0.703, -5.319)
H (-2.225, 1.347, -6.116)
C (-2.700, -0.240, 3.341)
C (-1.940, -1.128, 4.309)
O (-2.533, -2.448, 4.311)
H (-3.767, -0.198, 3.583)
H (-2.726, -0.796, 2.404)
H (-2.286, 0.752, 3.186)
H (-1.922, -0.729, 5.323)
H (-0.960, -1.362, 3.890)
H (-3.351, -2.401, 4.815)
C (2.128, 3.757, 3.285)
C (3.436, 3.815, 4.029)
O (3.417, 2.839, 5.066)
H (1.318, 3.869, 4.018)
H (1.896, 2.793, 2.838)
H (2.078, 4.568, 2.560)
H (3.661, 4.794, 4.456)
H (4.223, 3.533, 3.315)
H (4.290, 2.704, 5.439)
C (4.772, -2.065, -0.177)
C (3.459, -2.334, -0.908)
O (2.541, -1.324, -0.509)
H (5.584, -2.742, -0.439)
H (4.503, -2.235, 0.870)
H (5.149, -1.056, -0.329)
H (3.066, -3.332, -0.691)
H (3.666, -2.308, -1.988)
H (1.710, -1.575, -0.939)
C (-3.220, -2.153, -2.388)
C (-3.609, -0.793, -1.881)
O (-3.450, -0.775, -0.428)
H (-2.142, -2.292, -2.393)
H (-3.594, -2.308, -3.401)
H (-3.618, -2.937, -1.739)
H (-4.635, -0.478, -2.080)
H (-2.948, -0.009, -2.266)
H (-3.255, 0.156, -0.254)
C (0.320, 0.740, 1.084)
C (-0.551, 1.085, -0.122)
O (-1.804, 1.594, 0.354)
H (-0.228, 0.013, 1.691)
H (0.468, 1.671, 1.627)
H (1.248, 0.224, 0.845)
H (-0.817, 0.195, -0.692)
H (-0.093, 1.821, -0.783)
H (-1.739, 2.493, 0.683)
C (-2.650, 4.197, -1.594)
O (-3.413, 4.639, -2.713)
H (-1.731, 3.692, -1.923)
H (-2.318, 5.025, -0.963)
H (-3.173, 3.471, -0.973)
H (-3.206, 5.572, -2.808)

Output
* F_max: 1.99 eV/Å
* SMILES string: NC(N)=O.NC(N)=O.NC(N)=O.NC(N)=O.NC(N)=O.CCO.CCO.CCO.CCO.CCO.CO
* energy relative to the best compared isomer or geometry (same formula, charge and spin): 0.0 kJ/mol
* E_HOMO: -9.38 eV
* spin multiplicity: 1

# 4
The following is a quantum chemistry calculation of C6H20BO2Rb2 as an isolated structure, from the OMol25 dataset.

CARTESIAN COORDINATES (ANGSTROEM)
Rb (6.605, 4.194, 1.760)
Rb (0.559, 9.890, 3.156)
B (0.951, 5.312, 0.088)
H (1.038, 5.354, -0.987)
H (1.642, 5.983, 0.573)
H (-0.051, 5.537, 0.420)
H (1.242, 4.313, 0.376)
C (-1.499, 0.340, -3.756)
C (-2.692, 0.540, -2.953)
C (-3.688, -0.622, -3.188)
O (-2.438, 0.774, -1.587)
H (-0.778, -0.398, -3.406)
H (-0.952, 1.257, -3.977)
H (-1.927, 0.010, -4.702)
H (-3.096, 1.499, -3.278)
H (-3.246, -1.570, -2.880)
H (-3.965, -0.778, -4.231)
H (-4.713, -0.424, -2.875)
H (-2.111, 1.675, -1.642)
C (2.496, -2.737, 2.220)
C (1.276, -3.633, 2.443)
C (1.415, -4.664, 3.559)
O (0.189, -2.826, 2.947)
H (2.627, -1.973, 2.987)
H (2.477, -2.312, 1.217)
H (3.391, -3.353, 2.306)
H (0.959, -4.178, 1.554)
H (2.458, -4.860, 3.809)
H (1.112, -5.678, 3.294)
H (0.862, -4.449, 4.473)
H (-0.145, -2.222, 2.280)

Output
* F_max: 4.94 eV/Å
* net charge: +1
* E_HOMO: -9.18 eV
* spin multiplicity: 1

# 5
The following is a quantum chemistry calculation of C47H34Br3N8O7STi as an isolated structure, from the OMol25 dataset.

CARTESIAN COORDINATES (ANGSTROEM)
Ti (-0.952, 0.250, -0.209)
O (3.430, -6.442, 1.681)
N (2.223, -6.366, 1.784)
O (1.471, -7.292, 1.987)
C (1.612, -5.025, 1.710)
C (0.621, -4.781, 2.575)
C (-0.034, -3.511, 2.581)
C (-0.982, -3.235, 3.576)
C (-1.583, -2.011, 3.591)
C (-1.268, -1.119, 2.569)
N (-0.400, -1.343, 1.590)
C (0.270, -2.537, 1.612)
C (1.379, -2.814, 0.702)
N (1.751, -1.850, -0.152)
C (2.796, -2.049, -0.933)
C (3.531, -3.232, -0.951)
C (3.155, -4.242, -0.106)
C (2.072, -4.044, 0.770)
H (0.310, -5.545, 3.275)
H (-1.205, -3.988, 4.321)
H (-2.301, -1.726, 4.346)
H (-1.773, -0.167, 2.556)
H (3.075, -1.233, -1.598)
H (4.367, -3.346, -1.626)
H (3.694, -5.175, -0.097)
C (-0.413, -2.161, -2.306)
N (-1.273, -1.397, -1.395)
C (-2.559, -1.659, -1.483)
C (-3.453, -1.083, -0.581)
C (-4.829, -1.224, -0.394)
C (-5.154, -0.425, 0.697)
C (-3.967, 0.174, 1.123)
N (-2.924, -0.219, 0.371)
C (-0.265, -3.626, -1.937)
C (-1.012, -4.254, -0.946)
C (-0.825, -5.604, -0.670)
C (0.118, -6.338, -1.371)
C (0.866, -5.717, -2.365)
C (0.672, -4.374, -2.647)
H (0.575, -1.710, -2.316)
H (-0.806, -2.060, -3.322)
H (-2.919, -2.348, -2.243)
H (-5.490, -1.838, -0.985)
H (-6.126, -0.283, 1.139)
H (-3.843, 0.868, 1.942)
H (-1.749, -3.703, -0.374)
H (-1.422, -6.083, 0.096)
H (0.263, -7.388, -1.154)
H (1.595, -6.284, -2.929)
H (1.252, -3.902, -3.433)
Br (2.977, -2.057, 4.892)
C (2.713, -0.762, 3.559)
C (3.634, -0.609, 2.535)
C (3.351, 0.318, 1.546)
N (2.236, 1.047, 1.515)
C (1.377, 0.902, 2.519)
C (1.582, 0.036, 3.584)
C (0.163, 1.772, 2.510)
C (0.015, 2.668, 3.548)
C (-1.085, 3.516, 3.563)
Br (-1.296, 4.748, 4.949)
C (-2.009, 3.441, 2.537)
C (-1.793, 2.521, 1.533)
N (-0.738, 1.684, 1.503)
H (4.541, -1.196, 2.500)
H (4.045, 0.468, 0.727)
H (0.859, -0.036, 4.386)
H (0.767, 2.715, 4.323)
H (-2.875, 4.086, 2.502)
H (-2.500, 2.432, 0.726)
N (0.986, 0.770, -0.977)
C (1.190, 1.558, -2.183)
C (1.675, 2.852, -2.072)
C (1.825, 3.617, -3.218)
C (1.507, 3.090, -4.464)
C (1.046, 1.785, -4.562)
C (0.880, 1.016, -3.421)
S (1.687, 4.100, -5.947)
O (3.078, 3.931, -6.296)
O (1.315, 5.428, -5.483)
O (0.735, 3.502, -6.873)
H (1.408, -0.153, -1.055)
H (1.494, 1.185, -0.183)
H (1.898, 3.270, -1.096)
H (2.168, 4.642, -3.158)
H (0.786, 1.399, -5.539)
H (0.469, 0.017, -3.502)
Br (-3.064, 0.625, -3.863)
C (-2.291, 2.343, -4.136)
C (-2.315, 2.779, -5.445)
C (-1.811, 4.031, -5.773)
C (-1.344, 4.878, -4.783)
C (-1.328, 4.438, -3.477)
C (-1.773, 3.155, -3.118)
C (-1.472, 2.820, -1.725)
O (-1.106, 3.586, -0.880)
O (-1.577, 1.466, -1.340)
H (-2.705, 2.131, -6.216)
H (-1.768, 4.330, -6.810)
H (-0.919, 5.837, -5.037)
H (-0.907, 5.063, -2.702)

Output
* F_max: 1.04 eV/Å
* net charge: +1
* energy relative to the best compared isomer or geometry (same formula, charge and spin): 126.5 kJ/mol
* E_HOMO: -9.63 eV
* spin multiplicity: 1

# 6
The following is a quantum chemistry calculation of a 2-piece molecular cluster, C36H41N5O3 overall, from the OMol25 dataset.

CARTESIAN COORDINATES (ANGSTROEM)
C (6.652, 1.529, -0.176)
C (5.240, 2.038, -0.157)
C (4.297, 1.526, -1.054)
C (2.962, 1.944, -1.028)
C (2.017, 1.383, -2.036)
C (2.588, 2.945, -0.109)
N (1.249, 3.394, -0.095)
C (0.165, 2.549, -0.069)
N (-0.912, 3.395, 0.025)
C (-2.257, 2.960, 0.060)
C (-2.623, 1.964, 0.982)
C (-1.631, 1.419, 1.957)
C (-3.952, 1.526, 0.994)
C (-4.898, 2.041, 0.100)
C (-6.312, 1.536, 0.117)
C (-4.500, 3.034, -0.800)
C (-3.188, 3.514, -0.835)
C (-2.810, 4.522, -1.874)
C (-0.495, 4.736, 0.020)
C (0.834, 4.736, -0.053)
C (3.522, 3.502, 0.785)
C (3.150, 4.514, 1.824)
C (4.836, 3.026, 0.747)
H (7.252, 2.015, 0.599)
H (6.686, 0.445, -0.001)
H (7.131, 1.718, -1.145)
H (4.598, 0.794, -1.809)
H (1.027, 1.846, -1.977)
H (2.424, 1.550, -3.046)
H (1.892, 0.299, -1.905)
H (-2.145, 0.701, 2.612)
H (-0.800, 0.907, 1.454)
H (-1.203, 2.204, 2.600)
H (-4.242, 0.767, 1.724)
H (-6.908, 2.028, -0.657)
H (-6.355, 0.453, -0.066)
H (-6.796, 1.723, 1.084)
H (-5.219, 3.452, -1.505)
H (-3.666, 4.638, -2.551)
H (-2.597, 5.516, -1.460)
H (-1.949, 4.211, -2.481)
H (-1.193, 5.545, 0.075)
H (1.528, 5.549, -0.092)
H (4.014, 4.639, 2.489)
H (2.928, 5.507, 1.412)
H (2.301, 4.202, 2.446)
H (5.554, 3.445, 1.452)
C (-5.717, -3.066, 1.128)
N (-4.559, -3.936, 1.113)
C (-4.568, -4.961, 2.136)
C (-3.397, -3.614, 0.403)
C (-2.492, -2.648, 0.901)
C (-1.319, -2.383, 0.224)
C (-1.004, -3.052, -0.985)
C (0.249, -2.836, -1.684)
C (1.494, -2.940, -1.140)
C (2.645, -2.632, -1.988)
O (2.538, -2.206, -3.144)
N (3.920, -2.834, -1.428)
C (5.060, -2.549, -2.271)
C (4.166, -3.087, -0.071)
O (5.293, -3.076, 0.419)
N (3.034, -3.374, 0.703)
C (3.323, -3.804, 2.052)
C (1.724, -3.497, 0.204)
O (0.856, -4.034, 0.895)
C (-1.974, -3.928, -1.530)
C (-3.121, -4.243, -0.831)
H (-5.605, -2.264, 0.386)
H (-6.616, -3.657, 0.889)
H (-5.854, -2.621, 2.128)
H (-3.617, -5.508, 2.132)
H (-4.722, -4.510, 3.131)
H (-5.395, -5.662, 1.945)
H (-2.723, -2.149, 1.847)
H (-0.609, -1.653, 0.623)
H (0.184, -2.624, -2.752)
H (5.961, -2.689, -1.676)
H (5.048, -3.233, -3.125)
H (4.988, -1.518, -2.635)
H (2.384, -3.962, 2.577)
H (3.905, -4.732, 2.013)
H (3.925, -3.034, 2.538)
H (-1.759, -4.399, -2.494)
H (-3.843, -4.970, -1.209)

Output
* F_max: 1.81 eV/Å
* E_HOMO: -8.14 eV
* spin multiplicity: 1

# 7
The following is a quantum chemistry calculation of a 2-piece molecular cluster, C22H48ClNO5S overall, from the OMol25 dataset.

CARTESIAN COORDINATES (ANGSTROEM)
C (4.943, -0.374, 0.837)
C (4.593, 0.767, -0.137)
C (4.667, 2.182, 0.465)
C (3.343, 2.957, 0.511)
C (2.543, 2.721, 1.784)
C (2.036, 1.282, 1.906)
C (0.757, 1.138, 2.733)
C (0.328, -0.342, 2.829)
C (-1.141, -0.690, 2.585)
N (-1.466, -1.256, 1.205)
C (-1.010, -2.720, 1.221)
C (-0.452, -3.090, -0.137)
C (-0.199, -4.581, -0.377)
Cl (0.134, -4.597, -2.111)
C (-2.950, -1.217, 1.039)
C (-3.522, -1.951, -0.173)
C (-4.952, -1.476, -0.469)
S (-5.220, -1.135, -2.220)
O (-4.016, -1.420, -2.937)
O (-6.422, -1.807, -2.606)
O (-5.499, 0.427, -2.270)
O (-0.688, -0.651, 0.183)
C (-1.263, 0.388, -0.633)
C (-1.724, 1.688, 0.027)
C (-0.773, 2.871, -0.184)
C (-1.098, 4.033, 0.753)
H (4.068, -0.962, 1.129)
H (5.354, 0.031, 1.769)
H (5.700, -1.044, 0.430)
H (3.600, 0.614, -0.551)
H (5.255, 0.702, -0.993)
H (5.157, 2.171, 1.446)
H (5.330, 2.749, -0.192)
H (3.569, 4.022, 0.413)
H (2.764, 2.686, -0.378)
H (3.185, 2.977, 2.633)
H (1.711, 3.434, 1.788)
H (1.837, 0.901, 0.899)
H (2.813, 0.671, 2.370)
H (-0.041, 1.798, 2.390)
H (1.012, 1.463, 3.746)
H (0.971, -0.923, 2.166)
H (0.544, -0.697, 3.838)
H (-1.839, 0.117, 2.804)
H (-1.397, -1.499, 3.269)
H (-0.222, -2.821, 1.964)
H (-1.817, -3.375, 1.549)
H (0.528, -2.627, -0.226)
H (-1.092, -2.721, -0.930)
H (-1.022, -5.257, -0.145)
H (0.678, -4.924, 0.168)
H (-3.339, -1.697, 1.938)
H (-3.308, -0.192, 1.084)
H (-2.903, -1.818, -1.054)
H (-3.536, -3.022, 0.022)
H (-5.679, -2.244, -0.224)
H (-5.209, -0.577, 0.093)
H (-5.175, 0.881, -1.486)
H (-2.044, -0.010, -1.279)
H (-0.440, 0.614, -1.325)
H (-1.990, 1.588, 1.081)
H (-2.655, 1.965, -0.484)
H (-0.931, 3.228, -1.204)
H (0.269, 2.555, -0.128)
H (-2.163, 4.030, 1.001)
H (-0.870, 5.000, 0.312)
H (-0.566, 3.966, 1.704)
C (1.477, -1.482, -2.532)
C (0.758, -0.135, -2.793)
C (1.178, 0.357, -4.192)
O (1.070, 0.766, -1.833)
H (2.564, -1.368, -2.520)
H (1.159, -1.873, -1.562)
H (1.223, -2.228, -3.295)
H (-0.337, -0.397, -2.878)
H (2.256, 0.537, -4.212)
H (0.662, 1.289, -4.429)
H (0.938, -0.369, -4.981)

Output
* F_max: 1.76 eV/Å
* energy relative to the best compared isomer or geometry (same formula, charge and spin): 0.0 kJ/mol
* E_HOMO: -6.31 eV
* spin multiplicity: 1